# CH8NO2

A 3-piece molecular cluster, CH8NO2 overall (ωB97M-V with the def2-TZVPD basis set, OMol25).

Last column: natural (NBO) charge in e.
Positions of all 12 atoms, in Å:
C: 1.49888 -0.41447 0.31997  0.179
N: 0.42758 -0.07318 0.89516  -0.576
H: 2.10258 0.17524 -0.35699  0.249
H: 1.74614 -1.46672 0.42168  0.218
H: -0.30751 -0.72176 1.12980  0.448
H: 0.04734 0.86879 0.97223  0.456
H: -2.39381 1.08406 0.74882  0.483
H: -2.15033 2.01347 1.86993  0.497
O: -1.94656 1.10297 1.60891  -0.965
H: 0.69133 -1.58732 -2.48331  0.493
H: 0.04402 -0.19364 -2.92627  0.501
O: 0.24035 -0.78742 -2.19994  -0.982

- LUMO level (Eh) = -0.188
- orbital gap (eV) = 10.77
- M (g/mol) = 66.08
- calculated total energy (hartree) = -247.85271
- total charge = +1
- ΔE to the lowest compared entry with this formula, charge and spin (eV) = 0.911
- multiplicity = 1